1.
DFT (ωB97M-V/def2-TZVPD) results for a 11-piece molecular cluster, C32H50BBrCl30NO2 overall.

The geometry in XYZ format:
```
117
Properties=species:S:1:pos:R:3
C 3.3598 1.1535 1.3669
C 1.9067 0.8877 0.8962
Br 1.1129 2.7200 0.6247
C 1.7874 0.1837 -0.4682
C 1.8419 -1.3715 -0.4788
C 1.1185 -1.8055 -1.7997
O 3.1934 -1.7546 -0.7183
B 3.3219 -3.1491 -0.2203
O 2.6031 -3.0464 1.0767
C 1.4833 -2.1772 0.8404
C 0.2819 -3.1477 0.8072
C -1.0479 -2.4350 1.2352
C -1.4075 -2.7001 2.7151
C -2.9441 -2.8306 2.8579
C -3.4784 -4.1331 2.2073
C -4.8091 -3.9431 1.4605
C -4.6529 -3.6302 -0.0388
C -6.0702 -3.4937 -0.6698
C -6.2164 -2.2811 -1.6209
C -6.8396 -1.0452 -0.9039
C -5.6935 -0.2190 -0.3021
C -6.1534 0.9019 0.6479
N -5.0978 1.9285 0.7176
C -5.1389 3.2686 0.4227
C -3.8361 3.6965 0.6193
C -3.0298 2.6155 1.0286
C -3.8619 1.5150 1.0937
H 4.0874 0.7363 0.6688
H 3.4774 0.7510 2.3738
H 3.5429 2.2277 1.4027
H 1.3067 0.4424 1.6852
H 0.8879 0.5798 -0.9456
H 2.6339 0.5316 -1.0710
H 1.8158 -2.3038 -2.4739
H 0.2781 -2.4922 -1.6499
H 0.7167 -0.9490 -2.3567
H 2.7920 -3.9609 -0.9972
H 4.4307 -3.5565 0.0114
H 1.4233 -1.6348 1.7970
H 0.1854 -3.6979 -0.1298
H 0.4958 -3.8936 1.5769
H -1.8391 -2.7787 0.5610
H -0.8869 -1.3568 1.1058
H -0.9737 -3.6317 3.0929
H -1.0617 -1.8495 3.3123
H -3.1654 -2.8261 3.9331
H -3.4446 -1.9428 2.4435
H -2.7117 -4.6354 1.6092
H -3.6876 -4.8070 3.0501
H -5.3996 -3.1591 1.9508
H -5.3798 -4.8799 1.5315
H -4.1081 -4.4470 -0.5246
H -4.0452 -2.7274 -0.1575
H -6.7733 -3.3513 0.1564
H -6.2690 -4.4117 -1.2291
H -5.2141 -1.9533 -1.9301
H -6.7372 -2.5149 -2.5550
H -7.4301 -0.4703 -1.6281
H -7.5499 -1.4076 -0.1495
H -5.1745 0.2636 -1.1366
H -5.0372 -0.9098 0.2295
H -7.0976 1.3496 0.3537
H -6.2888 0.4809 1.6526
H -6.0106 3.8016 0.0840
H -3.4399 4.6817 0.4732
H -1.9713 2.5720 1.2399
H -3.5807 0.5047 1.3443
C 7.7832 -2.8814 -0.3592
Cl 6.5122 -3.4657 -1.4095
Cl 8.7402 -4.2224 0.2863
Cl 8.8218 -1.7106 -1.2090
H 7.3211 -2.3673 0.4745
C 4.4972 1.1566 -4.0745
Cl 2.7931 0.8785 -3.7246
Cl 4.9051 2.8698 -3.8828
Cl 5.5119 0.1551 -3.0396
H 4.6828 0.8799 -5.1039
C -4.6812 1.6349 5.1355
Cl -4.8049 2.1055 3.4427
Cl -6.2047 0.9365 5.7143
Cl -3.3529 0.4904 5.3584
H -4.4704 2.5158 5.7282
C -4.3974 6.0865 -2.9065
Cl -6.0411 6.5801 -2.4751
Cl -3.7403 5.0023 -1.6709
Cl -4.3774 5.3273 -4.5034
H -3.7794 6.9741 -2.9509
C -9.7477 3.2091 2.1216
Cl -8.0353 3.2182 1.7040
Cl -10.4246 1.5873 1.9360
Cl -9.9963 3.8036 3.7649
H -10.2669 3.8710 1.4409
C 6.2375 4.4826 2.3225
Cl 4.7084 5.0799 2.9743
Cl 6.9872 3.3371 3.4366
Cl 5.9972 3.7477 0.7385
H 6.9061 5.3249 2.2036
C -3.7442 6.8430 -8.5008
Cl -5.1158 7.7791 -9.1025
Cl -2.7828 7.8013 -7.3734
Cl -4.2917 5.3493 -7.7425
H -3.1171 6.5841 -9.3438
C 11.9656 1.1290 -2.5456
Cl 10.3272 0.6128 -2.1478
Cl 12.1483 2.8715 -2.3048
Cl 13.1575 0.2444 -1.5930
H 12.1428 0.9145 -3.5913
C 6.3306 -1.0598 3.3033
Cl 7.9434 -0.7093 2.6491
Cl 5.7462 0.3207 4.2448
Cl 5.2052 -1.4625 2.0204
H 6.4142 -1.9128 3.9642
C 13.0570 -4.0166 -1.2054
Cl 11.5790 -3.1047 -1.4850
Cl 14.1931 -3.0917 -0.2123
Cl 12.6997 -5.5724 -0.4479
H 13.5278 -4.2087 -2.1607
```

Its highest occupied orbital energy is -0.1613 hartree. As for the orbital gap: 5.93 eV. The LUMO energy comes out at 1.543 eV. The net charge is -1. As for the spin multiplicity: 1.

Mulliken population analysis, charges in e, atoms 1 to 99: atom 1 (C): -0.75, atom 2 (C): 0.05, atom 3 (Br): -0.28, atom 4 (C): -2.19, atom 5 (C): 2.45, atom 6 (C): -1.69, atom 7 (O): -0.64, atom 8 (B): 1.15, atom 9 (O): -0.84, atom 10 (C): 0.07, atom 11 (C): -2.13, atom 12 (C): 0.82, atom 13 (C): -1.06, atom 14 (C): 0.03, atom 15 (C): -0.98, atom 16 (C): -0.68, atom 17 (C): -0.19, atom 18 (C): -1.00, atom 19 (C): -0.95, atom 20 (C): -0.91, atom 21 (C): 0.23, atom 22 (C): -0.82, atom 23 (N): 0.60, atom 24 (C): -0.61, atom 25 (C): -1.35, atom 26 (C): -0.28, atom 27 (C): -0.98, atom 28 (H): 0.22, atom 29 (H): 0.03, atom 30 (H): 0.33, atom 31 (H): 0.60, atom 32 (H): 0.76, atom 33 (H): 0.12, atom 34 (H): 0.26, atom 35 (H): 0.21, atom 36 (H): 0.38, atom 37 (H): -0.38, atom 38 (H): -0.40, atom 39 (H): 0.29, atom 40 (H): 0.68, atom 41 (H): 0.42, atom 42 (H): -0.54, atom 43 (H): 0.31, atom 44 (H): 0.42, atom 45 (H): 0.31, atom 46 (H): 0.46, atom 47 (H): -0.28, atom 48 (H): 0.43, atom 49 (H): 0.38, atom 50 (H): 0.31, atom 51 (H): 0.40, atom 52 (H): 0.62, atom 53 (H): -0.09, atom 54 (H): 0.45, atom 55 (H): 0.40, atom 56 (H): 0.48, atom 57 (H): 0.45, atom 58 (H): 0.38, atom 59 (H): 0.36, atom 60 (H): 0.33, atom 61 (H): -0.38, atom 62 (H): 0.60, atom 63 (H): 0.13, atom 64 (H): 0.70, atom 65 (H): 0.88, atom 66 (H): 0.44, atom 67 (H): 0.58, atom 68 (C): 0.99, atom 69 (Cl): -0.09, atom 70 (Cl): -0.15, atom 71 (Cl): -0.10, atom 72 (H): -0.71, atom 73 (C): -0.14, atom 74 (Cl): -0.06, atom 75 (Cl): -0.15, atom 76 (Cl): -0.03, atom 77 (H): 0.35, atom 78 (C): -0.13, atom 79 (Cl): 0.11, atom 80 (Cl): -0.16, atom 81 (Cl): -0.11, atom 82 (H): 0.35, atom 83 (C): -0.07, atom 84 (Cl): -0.15, atom 85 (Cl): -0.01, atom 86 (Cl): -0.10, atom 87 (H): 0.30, atom 88 (C): -0.08, atom 89 (Cl): 0.01, atom 90 (Cl): -0.13, atom 91 (Cl): -0.13, atom 92 (H): 0.31, atom 93 (C): -0.07, atom 94 (Cl): -0.13, atom 95 (Cl): -0.09, atom 96 (Cl): -0.08, atom 97 (H): 0.36, atom 98 (C): 0.06, atom 99 (Cl): -0.13

=====

2.
DFT (ωB97M-V/def2-TZVPD) results for one molecule with the formula CH8O3SSi2.

The geometry in XYZ format:
```
15
Properties=species:S:1:pos:R:3
C 0.9404 1.6024 0.5286
O 2.9772 -0.0861 0.7765
O 2.1473 0.3846 -1.4995
O -1.2557 -1.0005 0.1124
Si -2.5481 -0.2164 -0.4224
Si 0.6848 -1.7152 0.0652
S 1.8462 0.1597 -0.1007
H 0.6812 1.4075 1.5595
H 1.5937 2.4617 0.4453
H 0.0567 1.7243 -0.0856
H -3.1663 0.3295 0.7889
H -2.1674 0.8705 -1.3317
H -3.4247 -1.1705 -1.0971
H 0.8426 -2.2449 1.4093
H 0.7920 -2.5068 -1.1487
```

Its highest occupied orbital energy is -0.3790 hartree. As for the SMILES: CS(=O)(=O)[SiH2]O[SiH3]. As for the orbital gap: 9.86 eV. The LUMO energy comes out at -0.457 eV. As for the spin multiplicity: 1. The calculation puts the energy above the lowest of the compared OMol25 structures with the same formula, charge and spin at 50.6 kJ/mol.

Computed Mulliken charges, given in elementary charges: atom 1 (C): -0.81, atom 2 (O): -0.63, atom 3 (O): -0.63, atom 4 (O): -0.22, atom 5 (Si): 0.30, atom 6 (Si): 0.54, atom 7 (S): 1.03, atom 8 (H): 0.31, atom 9 (H): 0.36, atom 10 (H): 0.23, atom 11 (H): -0.13, atom 12 (H): -0.15, atom 13 (H): -0.15, atom 14 (H): -0.03, atom 15 (H): -0.03

=====

3.
DFT (ωB97M-V/def2-TZVPD) results for a 2-piece molecular cluster, C2H4NPS overall.

The geometry in XYZ format:
```
9
Properties=species:S:1:pos:R:3
C -1.0671 0.4467 1.6093
C 1.1680 -1.2576 -0.5595
N -1.9298 -0.2024 0.9496
P -2.9145 -0.9446 0.0884
S 1.0463 0.2668 0.0038
H -1.2078 1.4970 1.6516
H -0.2968 -0.2050 2.1055
H 1.1850 -2.0195 0.2764
H 0.6762 -1.5988 -1.5060
```

Its highest occupied orbital energy is -0.2745 hartree. As for the orbital gap: 6.96 eV. The LUMO energy comes out at -0.509 eV. As for the spin multiplicity: 1. The calculation puts the energy above the lowest of the compared OMol25 structures with the same formula, charge and spin at 333.0 kJ/mol.

Computed Mulliken charges, given in elementary charges: atom 1 (C): -0.64, atom 2 (C): -0.40, atom 3 (N): 0.17, atom 4 (P): -0.21, atom 5 (S): -0.13, atom 6 (H): 0.31, atom 7 (H): 0.40, atom 8 (H): 0.22, atom 9 (H): 0.27

=====

4.
DFT (ωB97M-V/def2-TZVPD) results for C18H13N4NiO5S2 as an isolated structure.

The geometry in XYZ format:
```
43
Properties=species:S:1:pos:R:3
Ni 1.1678 -0.4321 -0.6553
O 4.8653 -1.9934 0.2448
C 3.7409 -1.4432 0.2216
O 3.1868 -0.7699 -0.7404
C 2.9170 -1.5066 1.4072
C 2.9586 -2.5090 2.4113
C 2.1680 -2.3372 3.5185
C 1.3969 -1.1542 3.6447
C 1.3296 -0.2784 2.5979
N 2.0286 -0.5084 1.4754
H 3.5644 -3.3980 2.3111
H 2.1270 -3.1172 4.3411
H 0.6798 -1.0168 4.4490
H 0.6831 0.5751 2.6278
C 0.7948 5.3918 -2.0224
C 0.8171 4.0735 -1.3074
C 1.1541 3.8860 0.0564
C 1.4519 2.5786 0.3826
N 1.1746 1.5726 -0.4436
C 0.7998 1.8383 -1.6900
S 0.5773 0.3551 -2.5647
N 0.5091 3.0522 -2.1144
H -0.2572 5.6970 -2.0502
H 1.1574 5.2919 -3.0482
H 1.3271 6.1634 -1.4526
H 1.2800 4.6726 0.7960
H 1.9061 2.2535 1.3286
O -2.5538 -4.6390 -2.1238
S -2.6335 -3.9354 -0.8455
O -3.4183 -4.5290 0.2223
N -1.0234 -3.6862 -0.3341
C -0.8692 -2.3417 -0.2531
O 0.2721 -1.9678 0.1649
C -2.0623 -1.4676 -0.5976
C -2.1636 -0.0952 -0.6883
C -3.4514 0.4384 -0.9485
C -4.5058 -0.4036 -1.3242
C -4.3481 -1.7552 -1.3415
C -3.1230 -2.2477 -1.0162
H -1.3289 0.5484 -0.4857
H -3.6365 1.4914 -0.8937
H -5.4916 0.0319 -1.5775
H -5.1686 -2.3789 -1.6825
```

As for the expectation value of S²: 2.006. Its highest occupied orbital energy (spin up / spin down) is -0.2106 / -0.2064 hartree. As for the orbital gap (spin up / spin down): 8.13 / 8.01 eV. The LUMO energy (spin up / spin down) comes out at 2.400 / 2.397 eV. The net charge is -1. As for the spin multiplicity: 3.

Computed Mulliken charges, given in elementary charges: atom 1 (Ni): 0.21, atom 2 (O): -0.74, atom 3 (C): 0.38, atom 4 (O): -0.57, atom 5 (C): 0.54, atom 6 (C): -0.61, atom 7 (C): -0.14, atom 8 (C): -0.83, atom 9 (C): -0.12, atom 10 (N): 0.15, atom 11 (H): 0.41, atom 12 (H): 0.30, atom 13 (H): 0.32, atom 14 (H): 0.41, atom 15 (C): -1.17, atom 16 (C): 0.91, atom 17 (C): -1.13, atom 18 (C): 0.15, atom 19 (N): -0.02, atom 20 (C): 0.55, atom 21 (S): -0.42, atom 22 (N): -0.62, atom 23 (H): 0.26, atom 24 (H): 0.33, atom 25 (H): 0.35, atom 26 (H): 0.37, atom 27 (H): 0.42, atom 28 (O): -0.68, atom 29 (S): 1.13, atom 30 (O): -0.67, atom 31 (N): -0.63, atom 32 (C): 0.63, atom 33 (O): -0.53, atom 34 (C): 0.28, atom 35 (C): -0.04, atom 36 (C): -0.94, atom 37 (C): -0.26, atom 38 (C): -0.66, atom 39 (C): -0.07, atom 40 (H): 0.59, atom 41 (H): 0.42, atom 42 (H): 0.32, atom 43 (H): 0.39

=====

5.
DFT (ωB97M-V/def2-TZVPD) results for C18H20Cl2N3O3ReSi as an isolated structure.

The geometry in XYZ format:
```
48
Properties=species:S:1:pos:R:3
Re -0.1506 -0.4145 0.4670
Cl -0.5373 4.5932 1.4124
C -1.7797 3.4666 1.0777
C -3.1083 3.8978 1.0491
C -4.1516 3.0376 0.7759
Cl -5.7617 3.6213 0.7815
C -3.9013 1.6723 0.4771
C -4.8694 0.7267 0.0978
C -4.4725 -0.5472 -0.2412
C -3.1208 -0.8809 -0.1942
N -2.1842 -0.0269 0.1979
C -2.5547 1.2414 0.5173
C -1.4658 2.1160 0.8345
O -0.2745 1.6131 0.8296
H -3.3192 4.9380 1.2468
H -5.9055 1.0138 0.0433
H -5.1902 -1.2865 -0.5606
H -2.7819 -1.8616 -0.5067
O -1.2090 -2.0759 2.0852
N -0.9254 -2.9765 1.2917
O -0.3364 -2.5860 0.2506
C 5.8223 -2.0439 2.1202
C 4.4430 -1.6633 1.7278
C 4.2073 -0.8491 0.6208
C 2.9251 -0.4607 0.3022
N 1.8490 -0.8444 1.0050
C 2.0665 -1.6270 2.0747
C 3.3202 -2.0512 2.4610
H 6.5329 -1.8012 1.3351
H 5.8890 -3.1033 2.3555
H 6.1061 -1.4964 3.0188
H 5.0261 -0.5152 0.0069
H 2.7506 0.1848 -0.5446
H 1.1963 -1.9186 2.6528
H 3.4240 -2.6850 3.3282
C 1.0568 -1.5102 -2.6348
Si 0.1010 0.0158 -1.9736
C 1.0775 1.6438 -2.2689
C -1.5863 0.2061 -2.8720
H 1.4106 -1.2956 -3.6390
H 0.4134 -2.3827 -2.6910
H 1.9188 -1.7853 -2.0333
H 1.5485 1.5925 -3.2461
H 1.8555 1.8454 -1.5391
H 0.4172 2.5050 -2.2686
H -1.3951 0.4183 -3.9206
H -2.1790 1.0305 -2.4812
H -2.1974 -0.6911 -2.8289
```

As for the expectation value of S²: 0.800. Its highest occupied orbital energy (spin up / spin down) is -0.4094 / -0.4091 hartree. As for the orbital gap (spin up / spin down): 5.61 / 6.30 eV. The LUMO energy (spin up / spin down) comes out at -5.530 / -4.834 eV. The net charge is +1. As for the spin multiplicity: 2. The calculation puts the energy above the lowest of the compared OMol25 structures with the same formula, charge and spin at 80.1 kJ/mol.

Computed Mulliken charges, given in elementary charges: atom 1 (Re): 0.87, atom 2 (Cl): -0.17, atom 3 (C): 0.34, atom 4 (C): -0.61, atom 5 (C): 0.67, atom 6 (Cl): -0.21, atom 7 (C): -0.41, atom 8 (C): -0.71, atom 9 (C): -1.05, atom 10 (C): -0.01, atom 11 (N): 0.20, atom 12 (C): 0.57, atom 13 (C): 0.47, atom 14 (O): -0.91, atom 15 (H): 0.48, atom 16 (H): 0.47, atom 17 (H): 0.43, atom 18 (H): 0.56, atom 19 (O): -0.38, atom 20 (N): 0.32, atom 21 (O): -0.45, atom 22 (C): -1.44, atom 23 (C): 1.18, atom 24 (C): -1.00, atom 25 (C): -0.15, atom 26 (N): -0.06, atom 27 (C): 0.03, atom 28 (C): -0.90, atom 29 (H): 0.36, atom 30 (H): 0.38, atom 31 (H): 0.33, atom 32 (H): 0.38, atom 33 (H): 0.28, atom 34 (H): 0.48, atom 35 (H): 0.44, atom 36 (C): -1.18, atom 37 (Si): 0.44, atom 38 (C): -1.27, atom 39 (C): -1.19, atom 40 (H): 0.43, atom 41 (H): 0.30, atom 42 (H): 0.37, atom 43 (H): 0.45, atom 44 (H): 0.43, atom 45 (H): 0.35, atom 46 (H): 0.43, atom 47 (H): 0.34, atom 48 (H): 0.31

=====

6.
DFT (ωB97M-V/def2-TZVPD) results for Cl3KO14V as an isolated structure.

The geometry in XYZ format:
```
19
Properties=species:S:1:pos:R:3
O -0.9989 -0.5890 -1.9707
V -0.8318 -0.2819 -0.4367
O -1.9307 0.9211 -0.2821
K -3.5843 2.5581 1.2607
Cl -0.0417 -3.5331 0.4136
O -0.2923 -4.9086 0.5179
O -1.3081 -2.7743 0.2972
O 0.7323 -3.0295 1.5463
O 0.6835 -3.2321 -0.8313
Cl 0.4142 0.9061 2.6153
O 0.5478 0.4721 1.2161
O -0.3243 2.1394 2.5271
O -0.2832 -0.0853 3.3286
O 1.6372 1.1691 3.2842
Cl 1.1224 2.0354 -2.7769
O 2.2517 2.8638 -3.0334
O 0.3584 2.7571 -1.7091
O 0.2741 1.8009 -3.8653
O 1.5736 0.8105 -2.1016
```

Its highest occupied orbital energy is -0.2220 hartree. As for the orbital gap: 6.24 eV. The LUMO energy comes out at 0.198 eV. The net charge is -1. As for the spin multiplicity: 1.

Computed Mulliken charges, given in elementary charges: atom 1 (O): -0.35, atom 2 (V): 1.70, atom 3 (O): -0.74, atom 4 (K): 0.95, atom 5 (Cl): 1.70, atom 6 (O): -0.64, atom 7 (O): -0.70, atom 8 (O): -0.57, atom 9 (O): -0.63, atom 10 (Cl): 1.68, atom 11 (O): -0.53, atom 12 (O): -0.69, atom 13 (O): -0.65, atom 14 (O): -0.63, atom 15 (Cl): 1.65, atom 16 (O): -0.65, atom 17 (O): -0.70, atom 18 (O): -0.59, atom 19 (O): -0.63

=====

7.
DFT (ωB97M-V/def2-TZVPD) results for an isolated ion of composition C4H12N2O and charge +1.

The geometry in XYZ format:
```
19
Properties=species:S:1:pos:R:3
N -0.9847 0.3256 1.7806
C -1.0397 1.3841 0.8359
C 0.2750 1.5677 -0.0057
N 0.3477 0.7840 -1.2220
C 0.2137 -0.6319 -1.4929
C 1.0408 -1.5448 -0.5811
O 0.3737 -1.9903 0.5407
H 0.2675 -1.3308 1.2208
H -1.8313 -0.2220 1.6878
H -1.0180 0.6947 2.7009
H -1.8473 1.2442 0.1152
H -1.1766 2.3451 1.3245
H 1.1595 1.5055 0.5990
H 0.2456 2.6028 -0.3341
H -0.0655 1.3601 -1.9459
H 0.5722 -0.7427 -2.5241
H -0.8539 -0.8327 -1.4500
H 1.2874 -2.4425 -1.1471
H 1.9503 -1.0221 -0.3430
```

As for the expectation value of S²: 0.755. Its highest occupied orbital energy (spin up / spin down) is -0.5260 / -0.5275 hartree. As for the orbital gap (spin up / spin down): 11.14 / 6.71 eV. The LUMO energy (spin up / spin down) comes out at -3.174 / -7.642 eV. The net charge is +1. As for the spin multiplicity: 2. The calculation puts the energy above the lowest of the compared OMol25 structures with the same formula, charge and spin at 101.8 kJ/mol.

Computed Mulliken charges, given in elementary charges: atom 1 (N): -0.50, atom 2 (C): -0.47, atom 3 (C): -0.65, atom 4 (N): 0.01, atom 5 (C): -0.37, atom 6 (C): -0.51, atom 7 (O): -0.53, atom 8 (H): 0.38, atom 9 (H): 0.27, atom 10 (H): 0.24, atom 11 (H): 0.35, atom 12 (H): 0.35, atom 13 (H): 0.30, atom 14 (H): 0.41, atom 15 (H): 0.33, atom 16 (H): 0.38, atom 17 (H): 0.32, atom 18 (H): 0.39, atom 19 (H): 0.31